(1)
DFT (ωB97M-V/def2-TZVPD) results for a structure of composition C2H8FInO2 in a non-equilibrium geometry.

```
14
Properties=species:S:1:pos:R:3
In 34.34 5.40 -8.23
F 33.75 4.73 -10.40
C 31.81 4.17 -12.18
O 32.78 3.28 -11.62
H 31.38 3.96 -13.16
H 30.97 4.06 -11.49
H 32.20 5.16 -11.94
H 33.43 3.84 -11.20
C 34.42 5.17 -13.07
O 33.82 6.11 -12.31
H 35.07 5.59 -13.84
H 34.96 4.49 -12.42
H 33.67 4.51 -13.50
H 33.93 5.87 -11.39
```

## Properties
- net charge = +2
- spin multiplicity = 1

The natural (NBO) scheme yields these atomic charges, measured in e: number 1, In, carries 1.099; number 2, F, carries -0.714; number 3, C, carries -0.254; number 4, O, carries -0.253; number 5, H, carries 0.282; number 6, H, carries 0.357; number 7, H, carries 0.262; number 8, H, carries 0.485; number 9, C, carries -0.297; number 10, O, carries -0.333; number 11, H, carries 0.338; number 12, H, carries 0.210; number 13, H, carries 0.295; number 14, H, carries 0.523

(2)
DFT (ωB97M-V/def2-TZVPD) results for the molecule C4H8O2.

```
14
Properties=species:S:1:pos:R:3
C 1.34 0.22 -1.09
C 0.47 0.00 -0.11
C -0.88 -0.65 -0.36
O -1.03 -1.15 -1.65
C 0.68 0.43 1.32
O -0.44 1.16 1.80
H 2.25 0.77 -0.93
H 1.14 -0.10 -2.12
H -1.09 -1.41 0.41
H -1.66 0.10 -0.22
H -0.39 -1.86 -1.73
H 1.62 0.98 1.50
H 0.70 -0.46 1.97
H -0.44 2.00 1.33
```

## Properties
- net charge = 0
- spin multiplicity = 1
- SMILES = C=C(CO)CO

The natural (NBO) scheme yields these atomic charges, measured in e: number 1, C, carries -0.404; number 2, C, carries -0.049; number 3, C, carries -0.100; number 4, O, carries -0.699; number 5, C, carries -0.099; number 6, O, carries -0.713; number 7, H, carries 0.198; number 8, H, carries 0.210; number 9, H, carries 0.168; number 10, H, carries 0.202; number 11, H, carries 0.461; number 12, H, carries 0.175; number 13, H, carries 0.186; number 14, H, carries 0.464

LUMO per entry: -15.324; 0.811 eV